# 1
Molecular formula: C29H29BIrN3O4S
Method: DFT, ωB97M-V/def2-TZVPD

CARTESIAN COORDINATES (ANGSTROEM)
Ir 0.92 0.16 0.38
C -0.33 -0.50 3.10
N 0.47 0.55 2.42
C 1.80 0.65 3.08
C -0.20 1.86 2.40
C -1.17 2.22 3.31
C -1.84 3.42 3.16
C -1.54 4.24 2.07
C -0.56 3.88 1.16
C 0.16 2.69 1.34
N 1.12 2.13 0.48
C 1.77 2.81 -0.54
C 1.96 4.19 -0.63
C 2.50 4.73 -1.79
C 2.85 3.93 -2.87
C 2.76 2.55 -2.73
C 2.29 2.00 -1.55
N 2.38 0.57 -1.25
C 2.30 -0.31 -2.43
C 3.68 0.33 -0.56
H -0.39 -0.31 4.17
H 0.17 -1.45 2.94
H -1.32 -0.53 2.66
H 1.65 0.82 4.15
H 2.34 1.49 2.65
H 2.35 -0.27 2.92
H -1.43 1.56 4.12
H -2.61 3.71 3.86
H -2.09 5.16 1.92
H -0.38 4.49 0.29
H 1.69 4.83 0.19
H 2.65 5.80 -1.85
H 3.22 4.36 -3.78
H 3.08 1.91 -3.55
H 3.18 -0.19 -3.08
H 1.39 -0.07 -2.99
H 2.25 -1.34 -2.08
H 4.49 0.56 -1.25
H 3.73 -0.70 -0.23
H 3.75 0.99 0.31
O -2.01 0.44 0.67
B -0.94 -0.01 -0.14
O -1.42 -0.33 -1.42
C -2.77 -0.05 -1.40
C -3.68 -0.18 -2.41
C -5.00 0.18 -2.12
C -5.35 0.66 -0.86
C -4.41 0.78 0.16
C -3.12 0.42 -0.15
H -3.39 -0.54 -3.39
H -5.76 0.09 -2.89
H -6.38 0.93 -0.67
H -4.67 1.15 1.14
O -1.16 -7.27 -2.29
C -1.06 -7.02 -0.96
O -1.51 -7.80 -0.18
C -0.37 -5.75 -0.56
C -0.01 -5.61 0.77
C 0.61 -4.46 1.22
C 0.89 -3.41 0.34
S 1.79 -1.99 0.92
C 0.51 -3.55 -1.00
C -0.11 -4.70 -1.44
H -0.71 -6.59 -2.80
H -0.23 -6.42 1.45
H 0.90 -4.36 2.26
H 0.70 -2.74 -1.69
H -0.39 -4.75 -2.49

Computed properties:
E_HOMO = -0.2726 hartree
spin multiplicity = 1
LUMO level = 0.249 eV
frontier orbital gap = 7.7 eV

=====

# 2
Molecular formula: C29H29BrCrN6O5
Method: DFT, ωB97M-V/def2-TZVPD

CARTESIAN COORDINATES (ANGSTROEM)
Cr 0.13 0.75 -0.28
C -0.06 3.39 1.55
C 1.12 3.16 2.50
N 1.80 1.92 2.23
C 3.13 1.90 1.68
C 3.22 0.96 0.48
N 2.23 1.23 -0.59
C 2.29 2.59 -1.17
C 1.37 3.56 -0.43
N 0.19 2.88 0.17
H -0.96 2.90 1.90
H -0.27 4.47 1.48
H 1.83 3.99 2.44
H 0.73 3.18 3.52
H 1.60 1.18 2.87
H 3.41 2.91 1.38
H 3.89 1.58 2.40
H 4.23 1.03 0.05
H 3.06 -0.07 0.80
H 2.48 0.60 -1.34
H 3.32 2.97 -1.18
H 1.98 2.50 -2.21
H 1.92 4.05 0.38
H 1.06 4.36 -1.11
H -0.64 3.15 -0.35
Br 0.09 -6.00 2.92
C 0.15 -4.20 2.39
C -0.13 -3.19 3.34
C -0.11 -1.87 3.00
C 0.18 -1.47 1.67
O 0.16 -0.22 1.36
C 0.46 -2.48 0.72
C 0.69 -2.17 -0.63
N 0.63 -0.98 -1.17
C 0.90 -0.86 -2.57
C 1.59 -1.75 -3.35
C 1.69 -1.54 -4.74
C 1.10 -0.46 -5.34
C 0.41 0.49 -4.55
C -0.26 1.62 -5.08
C -0.93 2.46 -4.24
C -0.86 2.23 -2.85
N -0.20 1.22 -2.32
C 0.37 0.31 -3.16
C 0.45 -3.85 1.11
H -0.36 -3.49 4.36
H -0.34 -1.10 3.73
H 0.89 -3.01 -1.29
H 2.05 -2.63 -2.92
H 2.23 -2.26 -5.34
H 1.15 -0.32 -6.41
H -0.26 1.79 -6.15
H -1.49 3.31 -4.60
H -1.38 2.90 -2.18
H 0.66 -4.61 0.37
O -2.82 1.81 1.42
C -2.49 0.81 0.82
O -1.75 0.82 -0.27
C -2.97 -0.56 1.22
C -2.77 -1.66 0.40
C -3.11 -2.93 0.84
C -3.65 -3.05 2.11
C -3.90 -1.97 2.93
C -3.56 -0.71 2.47
N -3.94 -4.41 2.61
O -3.72 -5.34 1.86
O -4.49 -4.50 3.69
H -2.34 -1.52 -0.58
H -2.96 -3.81 0.24
H -4.34 -2.13 3.90
H -3.72 0.17 3.08

Computed properties:
E_HOMO (alpha / beta) = -0.3959 / -0.3957 hartree
spin multiplicity = 2
net charge = +1
LUMO level (alpha / beta) = -3.852 / -3.859 eV
frontier orbital gap (alpha / beta) = 6.9 / 6.9 eV

=====

# 3
Molecular formula: C29H29F5N10O7SScTe
Method: DFT, ωB97M-V/def2-TZVPD

CARTESIAN COORDINATES (ANGSTROEM)
Sc 0.20 -0.18 0.35
C 2.26 1.27 -2.10
C 2.61 -0.14 -2.56
C 3.17 -0.93 -1.42
C 4.45 -1.44 -1.52
C 5.04 -2.08 -0.44
C 4.31 -2.16 0.73
C 3.04 -1.65 0.75
N 2.43 -1.06 -0.30
N 0.88 1.36 -1.61
C 0.64 2.66 -0.96
C -0.72 2.65 -0.33
C -1.59 3.68 -0.51
C -2.92 3.52 -0.02
C -3.27 2.45 0.72
C -2.22 1.48 1.15
N -1.00 1.53 0.36
C -0.04 1.21 -2.75
C -0.66 -0.15 -2.83
C -1.06 -0.71 -4.02
C -1.76 -1.91 -4.00
C -2.12 -2.46 -2.79
C -1.70 -1.81 -1.64
N -0.90 -0.74 -1.65
H 2.40 1.98 -2.93
H 2.94 1.57 -1.29
H 3.35 -0.10 -3.35
H 1.73 -0.64 -2.97
H 4.99 -1.33 -2.45
H 6.04 -2.49 -0.51
H 4.72 -2.63 1.62
H 2.48 -1.72 1.67
H 0.73 3.49 -1.67
H 1.39 2.80 -0.17
H -1.30 4.56 -1.06
H -3.68 4.26 -0.29
H -4.28 2.28 1.06
H -3.25 -0.05 0.45
H 0.46 1.45 -3.69
H -0.87 1.91 -2.63
H -0.85 -0.21 -4.96
H -2.05 -2.39 -4.92
H -2.72 -3.36 -2.72
H -2.57 -2.96 -0.35
C -0.54 -1.96 5.50
C 0.47 -1.02 4.97
N 1.48 -0.53 5.59
N 2.13 0.24 4.67
C 1.54 0.25 3.48
S 2.01 1.00 2.06
N 0.45 -0.54 3.67
N -0.46 -0.84 2.66
H -0.31 -2.16 6.54
H -0.51 -2.89 4.94
H -1.55 -1.54 5.43
H 2.96 0.75 4.93
H -1.34 -0.38 2.85
H -0.68 -1.85 2.71
F 2.01 -4.01 0.06
Te 0.37 -3.25 0.72
F 1.15 -3.05 2.56
F 0.21 -5.00 1.38
F -0.41 -4.19 -0.82
F -1.33 -3.24 1.85
O -2.11 -2.10 -0.41
O -0.77 2.26 2.91
C -1.89 1.88 2.63
O -2.63 0.11 1.17
C -2.98 1.93 3.65
C -4.13 1.16 3.57
C -5.08 1.25 4.57
C -4.92 2.07 5.67
C -3.75 2.81 5.74
C -2.78 2.75 4.76
N -3.52 3.69 6.91
O -2.50 4.35 6.92
O -4.37 3.68 7.78
N -6.32 0.45 4.46
O -7.07 0.45 5.41
O -6.48 -0.16 3.42
H -4.31 0.48 2.76
H -5.67 2.14 6.44
H -1.89 3.35 4.84

Computed properties:
E_HOMO = -0.3829 hartree
spin multiplicity = 1
net charge = +1
LUMO level = -3.359 eV
frontier orbital gap = 7.1 eV

=====

Energy above the lowest of the compared OMol25 structures with the same formula, charge and spin for the records above, in order: 0.000, 0.000, 2.009 eV